{"formula": "C5H29NO11", "method": "the ωB97M-V functional and the def2-TZVPD basis", "homo_energy_ha": -0.377, "relative_energy_kcal_mol": 10.7, "smiles": "C[C@@H](CCO)NC=O.O.O.O.O.O.O.O.O.O", "lumo_ev": 0.107, "symbols": ["O", "C", "N", "C", "C", "C", "O", "C", "H", "H", "H", "H", "H", "H", "H", "H", "H", "H", "H", "H", "H", "O", "H", "H", "O", "H", "H", "O", "H", "H", "O", "H", "H", "O", "H", "H", "O", "H", "H", "O", "H", "H", "O", "H", "H", "O"], "xyz": [[2.463, -0.601, 2.571], [1.417, -0.920, 1.987], [0.337, -0.132, 2.023], [-0.880, -0.371, 1.205], [-1.847, 0.781, 1.495], [-1.259, 2.178, 1.250], [-0.740, 2.356, -0.065], [-1.526, -1.695, 1.582], [1.331, -1.842, 1.411], [0.353, 0.716, 2.577], [-0.563, -0.326, 0.160], [-2.214, 0.738, 2.519], [-2.680, 0.650, 0.795], [-2.032, 2.936, 1.353], [-0.469, 2.375, 1.980], [0.063, 1.807, -0.204], [-1.737, -1.735, 2.652], [-0.887, -2.553, 1.368], [-2.460, -1.796, 1.026], [3.321, -1.538, -1.736], [2.107, -2.089, -1.021], [2.759, -1.349, -0.978], [2.415, 2.524, 3.297], [2.258, 0.974, 3.484], [1.854, 1.844, 3.690], [0.716, 1.134, -2.626], [-0.019, 0.067, -3.441], [0.127, 1.024, -3.413], [2.278, 1.473, -0.597], [1.786, 0.132, -0.992], [1.476, 1.068, -0.989], [3.665, -0.068, 0.104], [3.461, 0.650, 1.456], [3.693, 0.815, 0.534], [0.358, -3.878, -0.789], [0.058, -2.643, -1.747], [0.762, -3.130, -1.243], [-1.816, -1.219, -2.408], [-1.359, -2.146, -3.589], [-1.038, -1.719, -2.776], [-1.472, 1.730, -2.882], [-1.777, 2.142, -1.440], [-2.242, 1.927, -2.284], [-3.807, -0.405, -1.178], [-2.951, 0.533, -2.122], [-3.280, -0.419, -1.998]], "mulliken_charge": [-0.797, 0.180, 0.152, 0.501, -0.808, -0.751, -0.587, -1.447, 0.274, 0.268, 0.035, 0.396, 0.286, 0.404, 0.509, 0.419, 0.419, 0.329, 0.368, 0.244, 0.295, -0.556, 0.309, 0.371, -0.709, 0.462, 0.355, -0.818, 0.389, 0.350, -0.796, 0.324, 0.359, -0.753, 0.283, 0.420, -0.719, 0.437, 0.274, -0.706, 0.455, 0.503, -0.866, 0.271, 0.478, -0.804]}

{"formula": "C5H29NO9", "method": "the ωB97M-V functional and the def2-TZVPD basis", "homo_energy_ha": -0.367, "relative_energy_kcal_mol": 341.9, "lumo_ev": 0.195, "symbols": ["C", "C", "C", "O", "C", "N", "H", "H", "H", "H", "H", "H", "H", "H", "H", "H", "H", "O", "H", "H", "O", "H", "H", "O", "H", "H", "O", "H", "H", "O", "H", "H", "O", "H", "H", "O", "H", "H", "C", "O", "H", "H", "H", "H"], "xyz": [[-0.082, 3.746, -0.513], [0.212, 2.316, -0.257], [0.748, 2.055, 1.163], [1.998, 2.818, 1.352], [3.147, 1.961, 0.887], [-1.089, 1.617, -0.427], [-0.717, 4.164, 0.268], [-0.598, 3.791, -1.471], [0.804, 4.376, -0.588], [0.874, 2.000, -1.063], [0.803, 1.015, 1.487], [0.072, 2.494, 1.898], [4.003, 2.496, 1.298], [3.191, 2.032, -0.200], [3.125, 0.907, 1.162], [-1.172, 1.551, -1.431], [-1.059, 0.653, -0.126], [1.175, -2.553, 1.609], [2.071, -2.890, 1.594], [0.806, -2.816, 0.765], [-1.213, -1.699, -0.683], [-0.668, -1.428, 0.056], [-1.641, -0.894, -0.974], [-0.427, -2.277, -2.655], [-0.859, -1.878, -1.900], [-0.684, -1.728, -3.396], [-2.519, 0.353, -0.680], [-1.946, 1.022, -0.303], [-3.394, 0.741, -0.647], [1.393, 0.132, -0.316], [0.860, -0.454, 0.220], [2.237, 0.167, 0.134], [-3.110, -3.627, -1.192], [-2.749, -4.476, -1.447], [-2.380, -3.016, -1.291], [0.942, -2.926, -0.557], [0.309, -2.287, -0.883], [1.736, -2.760, -1.066], [-0.957, -0.540, 1.806], [0.006, -1.116, 0.914], [-1.853, -0.292, 1.237], [-1.348, -1.212, 2.570], [-0.531, 0.311, 2.338], [0.483, -1.848, 1.312]], "mulliken_charge": [-1.703, 0.859, -0.734, -0.449, -0.821, -0.410, 0.321, 0.440, 0.380, 0.286, 0.206, 0.475, 0.320, 0.348, 0.319, 0.287, -1.129, -0.726, 0.354, 0.556, -1.057, 0.789, 0.556, -0.757, 0.504, 0.251, -0.773, 1.107, 0.197, -0.677, 0.751, 0.044, -0.685, 0.292, 0.432, -0.697, 0.037, 0.343, -1.021, -1.054, 0.648, 0.358, 0.404, 0.833]}

{"formula": "C5H2BrO2", "method": "the ωB97M-V functional and the def2-TZVPD basis", "homo_energy_ha": [-0.142, -0.158], "relative_energy_kcal_mol": 82.9, "total_charge": -1, "lumo_ev": [3.080, 3.424], "symbols": ["C", "C", "C", "C", "C", "O", "O", "Br", "H", "H"], "xyz": [[-0.914, -0.859, -0.866], [-0.204, -0.164, -0.194], [0.391, 0.737, 0.670], [-0.556, 0.896, 2.314], [-0.209, 2.306, 3.248], [0.959, 2.518, 3.330], [-1.252, 2.722, 3.607], [-2.329, 0.615, 2.247], [-1.545, -1.456, -1.484], [1.461, 0.893, 0.905]], "mulliken_charge": [0.121, -0.068, -0.915, -0.113, 0.600, -0.619, -0.564, -0.103, 0.357, 0.305]}

{"formula": "C5H2IN", "method": "the ωB97M-V functional and the def2-TZVPD basis", "homo_energy_ha": -0.335, "relative_energy_kcal_mol": 15.6, "smiles": "IC1=CN=C=C=C1", "lumo_ev": -0.630, "symbols": ["C", "C", "C", "C", "C", "N", "I", "H", "H"], "xyz": [[0.769, -0.690, 1.408], [0.639, 0.583, 1.577], [0.380, -1.369, 0.361], [-0.308, 1.156, -0.260], [-0.312, -0.104, -0.729], [0.184, 1.596, 0.973], [-1.020, -0.769, -2.555], [0.365, -2.392, 0.053], [-0.698, 1.989, -0.830]], "mulliken_charge": [-0.364, 0.655, -0.343, -0.126, -0.248, -0.528, 0.143, 0.419, 0.391]}

{"formula": "C5H2O", "method": "the ωB97M-V functional and the def2-TZVPD basis", "homo_energy_ha": -0.369, "relative_energy_kcal_mol": 51.2, "lumo_ev": -0.870, "symbols": ["O", "C", "C", "C", "C", "C", "H", "H"], "xyz": [[-2.868, -0.171, -0.103], [-1.908, 0.242, 0.509], [-0.535, 0.001, 0.151], [0.659, -0.185, -0.106], [1.905, -0.650, -0.950], [2.125, -0.187, 0.238], [-2.034, 0.856, 1.414], [2.637, 0.127, 1.134]], "mulliken_charge": [-0.438, -0.376, 0.675, 0.452, -0.759, -0.173, 0.258, 0.360]}

{"formula": "C5H2O", "method": "the ωB97M-V functional and the def2-TZVPD basis", "homo_energy_ha": -0.369, "relative_energy_kcal_mol": 51.2, "lumo_ev": -1.940, "symbols": ["O", "C", "C", "C", "C", "C", "H", "H"], "xyz": [[0.580, 2.148, 0.517], [-0.102, 1.165, 0.441], [0.706, -2.559, 1.026], [0.292, -1.928, -0.016], [-0.061, -0.837, -0.619], [-0.325, 0.414, -0.862], [-0.573, 0.684, 1.319], [-0.518, 0.913, -1.806]], "mulliken_charge": [-0.405, -0.005, -0.459, -0.009, 0.433, -0.295, 0.367, 0.373]}